{
  "formula": "C2H4N2S2",
  "method": "the ωB97M-V functional and the def2-TZVPD basis",
  "homo_lumo_gap_ev": 8.35,
  "e_above_lowest_ev": 4.159,
  "lumo_ha": -0.0227,
  "smiles": "[H]/N=C\\N(S)C=S",
  "e_homo_ev": -8.97,
  "total_energy_ev": -26785.8560,
  "species": ["S", "S", "N", "N", "C", "C", "H", "H", "H", "H"],
  "coordinates": [[0.464, -2.484, 1.218], [-1.675, -0.336, -0.328], [0.066, -0.097, -0.073], [-0.474, 2.063, -0.970], [0.915, -0.950, 0.574], [0.337, 1.312, -0.326], [1.202, 1.583, 0.177], [2.183, -0.900, 0.334], [-1.807, -1.406, 0.802], [-1.212, 1.215, -1.407]]
}

{
  "formula": "C45H97N7O13",
  "method": "the ωB97M-V functional and the def2-TZVPD basis",
  "homo_lumo_gap_ev": 8.13,
  "e_above_lowest_ev": 30.900,
  "lumo_ha": 0.0065,
  "e_homo_ev": -7.96,
  "total_energy_ev": -85254.4678,
  "species": ["O", "O", "O", "O", "O", "O", "O", "O", "O", "O", "O", "O", "O", "N", "N", "N", "N", "N", "N", "N", "C", "C", "C", "C", "C", "C", "C", "C", "C", "C", "C", "C", "C", "C", "C", "C", "C", "C", "C", "C", "C", "C", "C", "C", "C", "C", "C", "C", "C", "C", "C", "C", "C", "C", "C", "C", "C", "C", "C", "C", "C", "C", "C", "C", "C", "H", "H", "H", "H", "H", "H", "H", "H", "H", "H", "H", "H", "H", "H", "H", "H", "H", "H", "H", "H", "H", "H", "H", "H", "H", "H", "H", "H", "H", "H", "H", "H", "H", "H", "H", "H", "H", "H", "H", "H", "H", "H", "H", "H", "H", "H", "H", "H", "H", "H", "H", "H", "H", "H", "H", "H", "H", "H", "H", "H", "H", "H", "H", "H", "H", "H", "H", "H", "H", "H", "H", "H", "H", "H", "H", "H", "H", "H", "H", "H", "H", "H", "H", "H", "H", "H", "H", "H", "H", "H", "H", "H", "H", "H", "H", "H", "H"],
  "coordinates": [[5.465, -0.334, -3.059], [-1.754, -3.238, -0.944], [1.135, -3.190, 5.841], [2.290, 3.080, -1.792], [0.287, 2.492, 4.363], [-1.684, 0.288, 3.172], [-4.333, 2.726, -1.846], [-5.583, 1.241, 1.423], [2.336, 0.685, -5.923], [3.113, -0.487, 1.581], [-2.099, 1.351, -3.426], [1.504, -3.147, 0.879], [0.626, -0.600, -1.915], [-1.062, -0.396, -4.469], [3.238, -0.891, -2.975], [0.923, -1.166, 4.860], [1.072, 1.906, -4.391], [0.254, 0.019, 0.206], [3.826, -2.071, 3.027], [-2.263, -1.942, 3.018], [0.075, -0.039, 4.493], [-3.880, 4.017, -1.416], [-3.408, 2.126, 1.164], [0.459, -0.320, 1.632], [-3.337, 2.182, -2.616], [-1.985, -3.237, -2.384], [0.550, -4.089, 0.478], [3.414, 2.608, 0.240], [3.589, 3.068, -1.204], [4.523, -1.133, -3.249], [-1.531, -0.122, -5.837], [0.818, -0.788, -0.725], [-0.872, 3.101, 2.359], [-0.707, 1.032, -0.128], [-2.370, 3.906, -1.238], [-0.293, -1.558, -4.274], [-2.060, 2.555, -1.866], [-3.451, 0.700, 0.908], [1.613, 0.749, -4.951], [3.967, -0.949, 2.300], [-0.060, 4.306, 2.853], [-4.893, 2.407, 1.032], [-3.287, -2.954, 3.055], [2.347, -0.975, 4.820], [-2.972, -2.084, -2.663], [-1.817, -1.857, -0.565], [1.202, 3.219, -5.005], [2.015, 2.137, 0.266], [0.448, -2.313, 5.322], [2.800, -3.422, 0.379], [-2.559, -0.670, 3.153], [2.855, 0.407, -2.455], [0.428, 3.922, 4.263], [4.858, -2.568, 3.923], [2.512, -2.718, 3.149], [-3.109, -1.434, -1.281], [2.257, -1.996, -2.916], [0.419, 1.896, -3.121], [-0.894, -2.421, 2.775], [-1.384, 0.290, -3.373], [1.320, 3.010, -0.766], [1.092, -4.427, -0.864], [-4.632, 0.275, 1.703], [2.590, -4.517, -0.648], [-0.110, 1.924, 3.105], [2.440, -3.613, 2.531], [-0.708, 1.018, 3.205], [-3.454, 1.103, -2.520], [2.812, -1.885, 5.199], [1.528, 2.345, 1.218], [0.262, 0.289, 3.470], [-0.941, -1.271, -0.843], [-3.933, -2.469, -3.004], [-0.489, -3.759, 0.507], [-2.572, -1.455, -3.458], [1.496, -1.540, -0.292], [-0.653, 2.088, -3.159], [0.339, 2.605, -1.016], [-2.558, 0.194, 1.273], [1.440, 4.308, 4.382], [-0.091, -1.785, 3.145], [2.645, -2.906, -3.374], [-2.045, 0.838, -5.838], [1.307, -0.149, -4.392], [-3.022, 2.482, 2.119], [-3.524, -3.379, 2.080], [-0.810, 2.979, 1.277], [1.699, -2.051, 2.865], [-3.558, 0.455, -0.149], [2.991, -2.510, -0.187], [1.770, 3.894, -4.365], [2.037, 1.056, 0.135], [-3.898, -2.003, -0.789], [-1.931, 3.135, 2.616], [0.451, -4.934, 1.159], [-1.033, -3.023, -2.870], [-2.027, 4.064, -0.215], [4.159, 1.814, 0.290], [-2.273, -4.216, -2.768], [-4.490, 4.328, -0.568], [-0.973, -0.148, -2.450], [2.897, -5.488, -0.258], [0.183, 3.509, -5.259], [-0.738, -0.031, -6.579], [0.425, -1.643, -5.090], [-4.218, -2.605, 3.503], [-5.145, 2.564, -0.017], [-4.305, 0.163, 2.737], [1.005, 4.013, -0.478], [2.400, -3.056, 4.179], [4.606, -2.162, -3.634], [1.985, 0.768, -3.003], [1.176, -1.088, 1.924], [4.073, 2.315, -1.826], [4.953, -0.476, 2.427], [-1.763, 4.668, -1.727], [4.528, -3.499, 4.384], [3.692, 3.449, 0.875], [1.941, -2.260, -1.907], [0.543, 0.918, -2.658], [-2.981, -3.817, 3.647], [-0.808, 1.178, -1.204], [-1.671, 0.613, 0.163], [-0.804, -2.640, 1.711], [-0.608, 5.249, 2.841], [1.331, -1.827, -3.466], [5.791, -2.816, 3.418], [-2.898, 2.772, 0.450], [-0.967, -0.287, 4.694], [-5.068, -0.675, 1.394], [0.841, 1.674, 2.633], [0.937, -3.601, -1.558], [0.290, 0.875, 5.046], [-3.410, 2.529, -3.647], [-1.252, 2.751, -2.570], [-3.627, -0.538, 3.384], [-0.753, -3.387, 3.260], [2.853, -0.493, 3.984], [2.480, -0.233, 5.608], [-1.868, 1.859, -1.050], [-1.816, -1.717, 0.516], [-0.491, -0.445, 2.151], [-4.155, 4.693, -2.225], [0.846, 4.341, 2.248], [4.243, 3.939, -1.243], [-2.213, -0.899, -6.182], [-5.182, 3.317, 1.557], [-3.294, -0.363, -1.355], [-0.650, -2.371, 5.269], [-0.309, 4.334, 4.952], [0.273, -1.740, -3.361], [1.689, 3.014, -5.958], [3.224, -4.272, -1.500], [0.955, 2.559, -2.442], [5.036, -1.838, 4.713], [2.426, 0.266, -1.463], [0.641, -5.290, -1.354], [-0.960, -2.420, -4.263], [3.584, -3.645, 1.102], [0.907, 0.605, 1.994], [-0.584, 1.987, 0.382], [3.560, 1.233, -2.544]]
}

{
  "formula": "C4H7NO2S",
  "method": "the ωB97M-V functional and the def2-TZVPD basis",
  "homo_lumo_gap_ev": 8.66,
  "e_above_lowest_ev": 6.423,
  "lumo_ha": -0.0248,
  "e_homo_ev": -9.33,
  "total_energy_ev": -20676.3130,
  "species": ["S", "O", "O", "N", "C", "C", "C", "C", "H", "H", "H", "H", "H", "H", "H"],
  "coordinates": [[1.469, 0.280, -0.361], [1.622, 1.671, -0.527], [1.975, -0.373, 0.802], [2.436, -0.312, -1.677], [-0.166, -0.118, -0.717], [-2.179, 0.026, 1.247], [-0.956, 0.681, 1.279], [-3.038, -0.739, 1.496], [2.709, -1.251, -1.408], [-0.396, 0.483, -1.563], [-1.044, 1.754, 1.129], [1.947, -0.108, -2.477], [-0.190, -1.223, -0.702], [-0.114, 0.272, 1.886], [-4.076, -1.044, 1.593]]
}